1) 59
Properties=species:S:1:pos:R:3:nbo_charge:R:1 method="wB97M-V/def2-TZVPD" total_charge=0 mol_weight_da=407.514
O -5.2318 -2.4875 0.2633 -0.34
O -4.8659 -0.5177 -0.5029 -0.43
O 3.8848 1.4074 -2.4113 -0.61
N 3.2047 0.9455 -0.2495 -0.45
N -4.4819 -1.5706 0.0340 0.53
N 1.0039 0.5661 -0.5940 -0.45
C 1.9910 0.6213 0.5124 0.35
C 1.5655 0.8580 -1.9092 -0.12
C -3.9029 -0.4817 5.0027 -0.02
C -2.4261 -0.2573 0.9541 -0.30
C 2.8897 -1.0138 -4.6949 -0.24
C 4.5201 1.1250 0.3174 -0.42
C -0.3183 0.2640 -0.3866 0.05
C -0.9321 0.0398 0.8030 -0.34
C 3.0251 1.1068 -1.5974 0.68
C -4.2323 -0.2179 2.6277 -0.21
C -4.4615 -0.6299 6.3846 -0.63
C 1.5593 0.9816 -5.0131 -0.25
C 1.3365 -0.3196 -2.8572 -0.42
C -2.5234 -0.4548 4.7830 -0.23
C -2.8613 -0.2609 2.3928 -0.05
C 1.6534 1.8021 1.4301 -0.64
C 2.1513 -0.7664 1.1300 -0.64
C -2.0165 -0.4387 3.4895 -0.15
C -2.8870 -1.5329 0.2780 -0.24
C 2.2123 1.2264 -6.2239 -0.20
C -4.7576 -0.3810 3.9051 -0.19
C 3.2277 0.3543 -6.6535 -0.22
C 3.5431 -0.7866 -5.9004 -0.19
C 1.9382 -0.1065 -4.2246 0.09
H 2.4589 -1.4589 0.3395 0.22
H 2.3319 1.8621 2.2760 0.21
H -5.1701 0.1501 6.6627 0.22
H 0.2633 -0.5159 -2.9374 0.21
H -0.9529 -0.5298 3.3721 0.20
H 0.7701 1.6450 -4.6618 0.20
H -0.9238 0.2132 -1.2981 0.20
H -4.9976 -1.5748 6.4457 0.22
H -0.3244 0.1560 1.6988 0.21
H 1.7964 -1.1970 -2.3915 0.21
H 5.2265 1.3095 -0.4986 0.25
H -2.6874 -2.4844 0.8002 0.23
H 1.9355 2.0945 -6.8267 0.21
H -2.5394 -1.4906 -0.7462 0.22
H -1.8478 -0.4696 5.6381 0.21
H 4.2999 -1.4870 -6.2531 0.21
H -2.9343 0.5530 0.3496 0.25
H 1.1051 1.7731 -2.3120 0.21
H -4.9098 -0.0275 1.7979 0.22
H 4.5345 1.9777 1.0071 0.20
H 2.9129 -0.7711 1.9104 0.22
H 1.2202 -1.1440 1.5352 0.23
H 1.7528 2.7194 0.8433 0.22
H 3.7633 0.5626 -7.5852 0.21
H 4.8391 0.2293 0.8629 0.20
H 3.1332 -1.8749 -4.0814 0.21
H -3.6665 -0.6421 7.1251 0.21
H 0.6391 1.7789 1.8052 0.23
H -5.8367 -0.4310 4.0334 0.21

***

2) 59
Properties=species:S:1:pos:R:3:nbo_charge:R:1 method="wB97M-V/def2-TZVPD" total_charge=0 mol_weight_da=407.514
O -2.2969 -6.8003 -3.8393 -0.49
O 0.8735 3.6458 1.4154 -0.64
O -2.6668 0.2365 -1.8921 -0.64
N -3.5164 -1.4740 -0.6953 -0.60
N 3.1845 3.5327 0.1060 -0.62
N 0.4390 1.4449 1.3383 -0.45
C 3.5033 1.6854 1.7798 -0.44
C -4.3811 -1.9709 -1.7511 -0.25
C -3.8359 -3.2475 -2.3353 -0.09
C -0.3027 -0.3303 -0.1670 -0.41
C -0.9095 1.6595 1.8292 -0.22
C 3.6707 2.6932 4.1085 -0.19
C -2.6791 -0.4302 -0.8791 0.69
C -1.9375 1.3073 0.7577 -0.41
C 2.6610 2.2750 0.6185 -0.13
C -2.1101 -4.3777 -3.5900 -0.32
C 4.0310 3.7557 4.9197 -0.21
C -1.7504 -0.1407 0.2966 -0.29
C 4.4599 3.9484 0.6800 -0.24
C -4.4580 -4.4713 -2.1202 -0.19
C 4.5671 4.9053 4.3638 -0.21
C 4.3971 3.9342 2.1798 -0.03
C -1.1206 -6.8321 -4.6106 -0.25
C -2.6596 -3.2191 -3.0706 -0.13
C 1.2389 2.5156 1.1420 0.69
C 0.6739 0.0777 0.9389 -0.21
C 3.8619 2.7755 2.7400 -0.03
C -2.7413 -5.5993 -3.3775 0.30
C -3.9232 -5.6328 -2.6360 -0.26
C 4.7397 5.0006 2.9935 -0.20
H -3.4242 -2.0537 0.1236 0.39
H 2.6388 1.5632 -0.2181 0.20
H 2.4920 4.2509 0.3244 0.39
H -1.9623 -0.8224 1.1277 0.19
H -0.1262 -1.3722 -0.4427 0.21
H 2.9568 0.8883 2.2851 0.22
H 4.4189 1.2599 1.3567 0.22
H -5.3854 -2.1276 -1.3477 0.20
H -1.8127 1.9662 -0.1029 0.23
H 5.2330 3.2558 0.3226 0.19
H -0.2563 -6.4737 -4.0419 0.17
H 0.5184 -0.5662 1.8155 0.19
H -1.0616 1.0339 2.7173 0.18
H -4.4024 -6.5861 -2.4796 0.22
H 3.2429 1.7989 4.5402 0.20
H -2.1685 -2.2725 -3.2420 0.22
H -4.4120 -1.1841 -2.5094 0.25
H 1.6961 -0.0598 0.5942 0.22
H 5.1423 5.9028 2.5554 0.21
H -2.9437 1.4503 1.1550 0.21
H -0.1382 0.2924 -1.0481 0.23
H -5.3749 -4.5153 -1.5501 0.21
H 4.8415 5.7339 5.0002 0.21
H 3.8868 3.6894 5.9882 0.21
H -1.2240 -6.2412 -5.5263 0.18
H -1.1967 -4.3147 -4.1601 0.22
H -0.9932 2.7094 2.1124 0.26
H 4.6926 4.9435 0.2976 0.21
H -0.9689 -7.8779 -4.8729 0.20

***

Q: Which of them is the most stable? A: 2).

***

1) 31
Properties=species:S:1:pos:R:3:nbo_charge:R:1 method="wB97M-V/def2-TZVPD" total_charge=0 mol_weight_da=181.707
Cl 25.3950 63.3780 43.9090 -0.97
O 29.2930 62.2500 41.2890 -0.53
N 27.5400 65.4610 40.6190 -0.23
C 29.2060 61.1900 42.1350 -0.25
C 26.2160 64.9580 40.4040 -0.47
C 27.7900 66.4480 39.6340 -0.22
C 28.2670 63.2260 41.5090 -0.13
C 29.2760 67.1640 39.5730 -0.62
C 26.8570 67.4420 42.1810 -0.66
C 27.6740 66.1550 42.0220 -0.25
C 28.5650 64.3730 40.6650 -0.25
H 29.3910 67.6240 40.6270 0.21
H 27.1960 68.2400 41.7100 0.19
H 28.2310 60.6370 42.0910 0.18
H 29.5750 64.5650 40.8430 0.24
H 27.9920 63.5060 42.5200 0.23
H 28.7290 63.9650 39.6690 0.23
H 28.7580 66.4810 42.1610 0.23
H 26.8960 66.9910 39.5590 0.23
H 25.8330 64.2130 41.0610 0.30
H 27.5660 66.0100 38.4480 0.22
H 29.2270 61.6180 43.0940 0.17
H 27.2980 65.4920 42.8030 0.30
H 30.0170 66.4670 39.3550 0.22
H 29.3960 68.0110 38.8440 0.25
H 27.2690 62.8500 41.3410 0.20
H 25.6680 67.4550 42.0020 0.24
H 25.4190 65.6560 40.3530 0.24
H 30.1460 60.5220 42.1190 0.19
H 26.0500 64.6280 39.4070 0.23
H 26.7410 67.7800 43.3200 0.27

***

2) 31
Properties=species:S:1:pos:R:3:nbo_charge:R:1 method="wB97M-V/def2-TZVPD" total_charge=0 mol_weight_da=181.707
Cl -2.8183 3.5612 -1.6516 -0.98
O -2.0846 -0.9878 -0.3792 -0.57
N 0.8262 -0.1508 -0.1311 -0.23
C 0.8589 -1.6773 0.2502 -0.20
C -0.0922 -0.0693 -1.4054 -0.25
C -3.3835 -0.6989 0.1892 -0.26
C 2.1122 -2.0294 1.1679 -0.65
C 2.2642 0.1249 -0.6997 -0.40
C -1.6205 0.1445 -1.0759 -0.10
C 0.4308 0.7606 1.0852 -0.20
C 0.4332 2.2922 0.7162 -0.66
H 1.9712 -2.9561 1.7242 0.24
H -0.0025 -0.8585 -2.1519 0.23
H 2.0761 1.0941 -1.1616 0.23
H 0.2471 2.9323 1.5787 0.25
H 2.8652 0.3774 0.1739 0.23
H -1.7499 1.0875 -0.5448 0.23
H 1.2491 0.6262 1.7927 0.21
H -4.2397 -0.7402 -0.4841 0.20
H -0.0043 -1.8483 0.8934 0.24
H -3.2772 0.2779 0.6609 0.19
H -2.1835 0.2097 -2.0069 0.22
H 2.2649 -1.2687 1.9335 0.21
H 0.9563 -2.2920 -0.6446 0.23
H 0.2427 0.7348 -2.0606 0.24
H 1.4126 2.5997 0.3498 0.21
H 3.0978 -2.1794 0.7275 0.22
H -0.4821 0.3025 1.4659 0.24
H -0.3062 2.6338 -0.0081 0.29
H 2.4894 -0.6954 -1.3813 0.23
H -3.5535 -1.3072 1.0776 0.18

***

Q: Which of them is the most stable? A: 2).

***

1) 29
Properties=species:S:1:pos:R:3:nbo_charge:R:1 method="wB97M-V/def2-TZVPD" total_charge=-1 mol_weight_da=179.142
O -0.0165 -3.1766 2.4636 -0.95
O 0.2949 0.4941 2.9523 -0.98
O -1.5668 0.5039 -2.7291 -1.06
O 2.1536 -2.4127 -1.5295 -0.94
O 1.0244 -0.0422 -1.6681 -1.01
O 1.8658 0.4595 0.7690 -1.01
O 0.6820 3.0666 -0.0804 -1.09
O -2.1453 0.3630 0.8321 -0.99
O -0.1833 2.5069 -2.3563 -1.09
O -2.5587 -2.3472 1.2722 -0.95
H -1.0141 1.4353 -2.6182 0.48
H 0.3283 -2.9207 3.3304 0.47
H 2.7335 -2.5476 -0.8090 0.45
H -2.3889 0.5182 -0.1129 0.50
H 0.3654 2.6742 -1.1191 0.48
H 0.8216 0.3320 2.1694 0.50
H -0.3395 -0.1920 3.0279 0.45
H 1.5513 -1.7910 -1.2219 0.48
H -1.2584 0.1099 -3.5650 0.45
H 1.7221 0.0073 -0.0418 0.49
H -2.8409 -1.5480 1.6466 0.47
H 0.5723 -2.6575 1.8269 0.48
H 1.7268 0.0946 -2.2699 0.47
H -1.6310 -2.2886 1.6392 0.47
H -0.8424 2.9621 -1.8957 0.44
H -0.1410 3.4121 0.3198 0.45
H 1.8363 1.3982 0.6170 0.51
H -1.2263 0.7176 0.9443 0.49
H 0.4748 0.8685 -1.7938 0.54

***

2) 29
Properties=species:S:1:pos:R:3:nbo_charge:R:1 method="wB97M-V/def2-TZVPD" total_charge=-1 mol_weight_da=179.142
O -1.0959 -1.2527 0.6097 -1.01
O 2.0468 -3.2703 -0.2686 -0.99
O -3.5175 0.3877 -1.8521 -0.96
O 1.3663 3.0281 0.5728 -0.95
O 0.1649 0.5609 -1.1907 -1.21
O 1.7239 -0.6072 0.4303 -1.07
O 2.6166 1.0436 -1.8163 -1.02
O 1.2735 -2.2393 2.5902 -0.97
O -1.9053 2.2511 -0.4540 -1.02
O -2.5994 0.5419 2.0248 -0.95
H 0.2908 0.0597 -1.9542 0.45
H 2.4205 -2.5255 0.1857 0.51
H -3.4859 1.2951 -1.5175 0.49
H 0.4047 -2.6179 2.7008 0.45
H 1.1109 -3.4008 -0.2813 0.47
H -0.7044 -0.6497 -0.0399 0.50
H -0.4756 -1.9602 0.7836 0.47
H 1.1746 -1.4124 2.0693 0.51
H -2.4276 -0.3965 2.1785 0.47
H 2.8026 1.0517 -2.7506 0.46
H 0.8964 -0.1797 -0.0835 0.49
H 1.7867 2.3836 -0.0246 0.49
H -1.8735 2.8827 0.2623 0.48
H 2.3635 -0.5042 -0.2690 0.48
H 0.5409 2.5271 0.6325 0.46
H 1.6133 0.9551 -1.7373 0.50
H -1.1517 1.6518 -0.5598 0.52
H -2.5062 0.4498 1.0720 0.47
H -2.8538 -0.0536 -1.3132 0.47

***

Q: Which of them is the most stable? A: 2).

***

1) 95
Properties=species:S:1:pos:R:3:lowdin_charge:R:1 method="wB97M-V/def2-TZVPD" total_charge=0 mol_weight_da=888.867
Y -0.0016 0.1132 0.1098 1.31
S -0.6347 1.8848 2.3696 0.68
S 0.9390 -7.3564 2.8023 0.94
S 1.8031 1.2957 -1.8837 0.49
P -1.3076 2.2651 -1.9119 1.12
O 3.2241 1.1936 -1.9980 -0.26
O -0.8908 -1.9759 -1.0822 -0.27
O 1.3073 2.0482 -0.7064 -0.45
O 1.0654 -0.0018 -1.8906 -0.41
O -2.6616 -0.0685 -0.1333 -0.31
N 2.0120 2.4571 2.2725 0.04
N 2.1402 -1.8182 0.5353 -0.12
N 1.9250 -6.5199 1.8235 -0.23
N 1.4169 1.2963 4.0337 -0.15
N -0.1178 -6.1801 3.1620 -0.24
N -0.4710 -1.4661 1.7655 -0.06
C 0.1998 3.1311 -5.6797 -0.06
C 2.0168 -4.2067 0.9472 -0.12
C 1.4501 -5.2913 1.7477 -0.30
C -3.1023 0.9958 -3.6468 -0.12
C -0.4115 -3.8032 2.5435 -0.12
C 2.8615 1.4245 4.1929 -0.10
C 2.0303 2.3095 -4.3712 -0.04
C -1.5574 -3.6250 3.2332 -0.04
C 1.1607 2.1122 -3.3116 -0.26
C -1.0073 5.7976 0.1517 -0.07
C -1.9314 4.9916 -2.3286 -0.10
C 1.4101 -2.8865 1.1532 -0.14
C -5.4853 1.3087 -3.6311 -0.08
C -3.1086 -1.3650 -0.5200 -0.17
C -2.9454 1.9858 -2.6761 -0.38
C -0.9495 4.4559 -0.2092 -0.10
C 2.0511 -0.4489 1.0669 -0.24
C 0.9916 1.8617 2.9102 -0.76
C -1.4108 4.0399 -1.4495 -0.35
C 1.5445 2.8326 -5.5629 -0.06
C -0.2022 2.4275 -3.3967 -0.30
C -1.6092 -1.3655 2.4926 -0.26
C 0.2696 -5.0935 2.5189 -0.31
C -2.2010 -1.8662 -1.6078 -0.18
C -1.9882 6.3264 -1.9735 -0.08
C 2.9774 -4.4268 0.0300 -0.04
C -0.6612 2.9308 -4.6080 -0.09
C -4.3604 0.6598 -4.1224 -0.08
C -1.5225 6.7340 -0.7270 -0.08
C 3.0761 -2.0837 -0.4334 -0.13
C -2.1889 -2.3431 3.2419 -0.10
C -0.0384 -2.7900 -1.8890 -0.05
C -5.3410 2.2933 -2.6654 -0.08
C 3.2909 2.1812 2.9207 -0.11
C -4.0803 2.6271 -2.1892 -0.10
C 0.2257 -2.7002 1.8072 -0.16
C 0.6300 0.4945 4.9435 -0.03
C 3.4900 -3.3247 -0.7544 -0.09
C -3.6314 0.6283 0.6367 -0.09
H 3.9250 1.5720 2.2784 0.11
H 3.0707 2.0470 -4.2504 0.11
H -2.0755 -0.3884 2.4719 0.03
H -2.3952 7.0500 -2.6669 0.10
H -2.2035 -1.1812 -2.4672 0.11
H -3.0902 -2.1485 3.8032 0.08
H -6.2097 2.8103 -2.2796 0.11
H -2.5569 -2.8466 -1.9461 0.14
H -0.6483 6.1004 1.1265 0.11
H 2.1140 -0.5093 2.1543 0.05
H 0.5747 0.9707 5.9239 0.09
H 3.3643 -5.4281 -0.1007 0.10
H 3.8105 3.1100 3.1559 0.12
H -0.3681 0.3676 4.5341 0.05
H -0.4766 -3.7880 -1.9755 0.11
H -3.0844 -2.0297 0.3504 0.13
H -4.5245 0.8077 0.0312 0.09
H -0.1895 3.5294 -6.6077 0.11
H -4.4614 -0.1066 -4.8795 0.11
H -3.9856 3.4024 -1.4377 0.11
H 2.9373 0.0902 0.7192 0.04
H -3.1963 1.5842 0.9271 0.07
H 1.9319 2.6378 1.2825 0.10
H 2.2160 2.9932 -6.3953 0.11
H 3.3082 0.4304 4.2602 0.12
H -4.1340 -1.2982 -0.9031 0.14
H -6.4677 1.0512 -4.0041 0.10
H 4.2274 -3.4656 -1.5287 0.09
H -0.5535 3.7367 0.4935 0.02
H 3.4815 -1.1990 -0.9082 0.11
H -2.2337 0.4829 -4.0446 0.11
H -2.3081 4.6919 -3.2993 0.10
H 1.0940 -0.4900 5.0401 0.10
H -3.9000 0.0616 1.5308 0.09
H -1.5669 7.7777 -0.4467 0.10
H 3.0948 1.9768 5.1056 0.12
H -1.9798 -4.4636 3.7726 0.11
H 0.0883 -2.3437 -2.8788 0.10
H 0.9236 -2.8551 -1.3971 0.06
H -1.7096 3.1700 -4.7286 0.10

***

2) 95
Properties=species:S:1:pos:R:3:lowdin_charge:R:1 method="wB97M-V/def2-TZVPD" total_charge=0 mol_weight_da=888.867
Y 0.5893 -0.4230 0.6468 1.40
S 3.1080 0.8181 1.8691 0.82
S 0.9894 -2.0313 3.1508 0.74
S -7.0807 0.1673 -0.4303 0.94
P 1.2424 2.1568 -0.8918 1.10
O 1.6963 1.3167 1.9792 -0.58
O 3.7502 1.9110 0.7289 -0.29
O 1.4856 -0.8822 -2.0953 -0.28
O 3.0355 -0.3994 1.0116 -0.56
O 1.7442 -2.6203 -0.1146 -0.30
N -1.3825 0.0643 1.8782 -0.03
N -5.9683 -0.7128 -1.2183 -0.23
N 0.5505 -4.7088 3.0277 -0.16
N -6.1769 0.6657 0.8224 -0.23
N -1.1533 -1.4050 -0.4163 -0.09
N -1.0687 -3.4576 2.2396 0.03
C 0.7271 -0.4875 -3.2316 -0.08
C 1.6409 4.8181 0.0141 -0.07
C 3.0257 1.8202 -2.9521 -0.11
C 1.8812 -5.1197 3.3984 -0.05
C -1.6716 -4.7810 2.3086 -0.11
C -4.8534 -0.6417 -0.5208 -0.31
C -3.5895 -1.2854 -0.8702 -0.13
C 1.3680 3.5021 -3.4025 -0.08
C 1.8843 2.5178 -2.5640 -0.35
C 3.1030 3.0576 -5.0095 -0.08
C -1.5853 0.6722 3.1044 -0.35
C -2.4541 -0.9709 -0.0094 -0.21
C -1.1304 -2.3051 -1.4574 -0.22
C -2.5615 -0.2187 1.1237 -0.21
C 2.0773 3.4979 0.0364 -0.28
C 3.6371 2.0926 -4.1668 -0.08
C -4.9722 0.1529 0.6611 -0.32
C 3.9715 4.1862 1.3810 -0.01
C 0.1607 -3.4445 2.7954 -0.79
C 2.3504 5.8118 0.6696 -0.08
C -2.1881 -2.7056 -2.1931 -0.10
C -3.8406 0.3421 1.5550 -0.15
C -1.0739 3.0035 0.3698 -0.10
C -2.4436 3.1426 0.5107 -0.07
C 3.5171 5.4943 1.3516 -0.07
C -0.5161 2.6527 -0.8635 -0.38
C -0.4329 -5.6609 2.5244 -0.11
C 1.2819 -3.9655 -0.0804 -0.08
C -2.7408 2.5647 -1.8009 -0.06
C 2.8381 -2.4595 -1.0258 -0.17
C -3.4779 -2.1223 -1.9194 -0.05
C 3.2525 3.1977 0.7242 -0.35
C -3.2825 2.9173 -0.5738 -0.07
C -2.7855 1.1612 3.5303 -0.08
C 2.2918 -2.0109 -2.3569 -0.19
C -3.9414 1.0186 2.7142 -0.05
C -0.4462 0.7593 4.0832 -0.09
C 1.9706 3.7620 -4.6253 -0.07
C -1.3658 2.4325 -1.9467 -0.11
H -2.8467 1.6337 4.5003 0.09
H -4.3419 -2.3399 -2.5329 0.10
H -0.4323 3.1440 1.2331 0.11
H 3.3871 -3.3992 -1.1226 0.14
H -2.8590 3.3861 1.4793 0.11
H 1.8478 -5.7663 4.2761 0.09
H 1.3800 -0.0629 -3.9983 0.09
H 0.2866 -3.9644 0.3522 0.07
H -4.8976 1.4326 3.0110 0.11
H 2.4678 -4.2327 3.6233 0.06
H 3.5722 3.2663 -5.9623 0.10
H 3.4964 -1.7073 -0.6014 0.11
H -0.6219 1.5903 4.7666 0.08
H 1.5576 4.5232 -5.2748 0.10
H 3.1115 -1.7575 -3.0414 0.14
H -0.9641 2.1492 -2.9112 0.09
H -2.2021 -5.0283 1.3912 0.12
H 4.8794 3.9145 1.9025 0.12
H -0.1522 -2.6854 -1.7137 0.06
H -2.3661 -4.8486 3.1493 0.12
H 0.7276 5.0702 -0.5117 0.11
H 1.9726 -4.5768 0.5047 0.09
H 1.6885 -2.7957 -2.8331 0.13
H 0.4959 4.0698 -3.1051 0.10
H 0.0107 0.2594 -2.9006 0.07
H 0.1712 -1.3383 -3.6331 0.09
H -1.6009 -2.5976 2.2175 0.12
H -0.3992 -0.1576 4.6723 0.05
H -0.0745 -6.1011 1.5869 0.12
H 0.5191 0.9003 3.6160 0.02
H 3.4355 1.0625 -2.2922 0.11
H 1.2084 -4.3770 -1.0909 0.10
H 4.0746 6.2683 1.8632 0.11
H -4.3558 2.9957 -0.4551 0.11
H 2.3553 -5.6695 2.5795 0.09
H 4.5283 1.5505 -4.4558 0.10
H -3.3886 2.3754 -2.6474 0.11
H 1.9933 6.8329 0.6475 0.10
H -0.6031 -6.4657 3.2388 0.12
H -2.0490 -3.4111 -3.0010 0.09

***

Q: Which of them is the most stable? A: 2).

***

1) 12
Properties=species:S:1:pos:R:3:nbo_charge:R:1 method="wB97M-V/def2-TZVPD" total_charge=-1 mol_weight_da=131.538
Cl 0.9693 3.4489 -1.9259 -0.03
O -1.2712 -3.0104 0.4382 -0.75
O -0.1311 -2.4839 2.2663 -0.76
C 0.1587 -0.0997 0.0498 -0.29
C 0.1898 1.2516 -0.5375 -0.19
C -0.8454 -0.7040 0.8157 -0.17
C -0.7232 -2.2169 1.2081 0.73
C 1.0899 1.8296 -1.3641 -0.31
H -1.6959 -0.2415 1.1082 0.17
H -0.6722 1.7216 -0.1705 0.19
H 1.8707 1.1016 -1.7722 0.21
H 1.0605 -0.5968 -0.1160 0.18

***

2) 12
Properties=species:S:1:pos:R:3:nbo_charge:R:1 method="wB97M-V/def2-TZVPD" total_charge=-1 mol_weight_da=131.538
Cl 0.5089 3.1818 -1.2450 -0.07
O 0.5212 -3.1716 1.3872 -0.75
O -1.6852 -2.8392 1.7215 -0.75
C 0.7054 1.6713 -0.4126 -0.24
C -0.1225 0.6618 -0.4729 -0.22
C -0.8198 -1.6960 0.0317 -0.23
C -0.5798 -2.7031 1.1868 0.74
C 0.0618 -0.6697 0.1288 -0.30
H -1.7733 -1.6379 -0.4813 0.19
H 1.7527 1.6963 0.0196 0.20
H 1.0600 -0.8777 0.6486 0.22
H -0.9471 0.9975 -1.0031 0.20

***

Q: Which of them is the most stable? A: 2).